{"formula": "C52H88B2F2KN6O2P2S2SbSi3", "method": "wB97M-V/def2-TZVPD", "lumo_energy_ev": [3.63, 3.62], "total_charge": -2, "e_tot_ha": -5950.66067, "orbital_gap_ev": [3.83, 3.45], "mol_weight_g_mol": 1260.13, "species": ["Sb", "K", "S", "S", "P", "P", "Si", "Si", "Si", "F", "F", "O", "O", "N", "N", "N", "N", "N", "N", "C", "C", "C", "C", "C", "C", "C", "C", "C", "C", "C", "C", "C", "C", "C", "C", "C", "C", "C", "C", "C", "C", "C", "C", "C", "C", "C", "C", "C", "C", "C", "C", "C", "C", "C", "C", "C", "C", "C", "C", "C", "C", "C", "C", "C", "C", "C", "C", "C", "C", "C", "C", "B", "B", "H", "H", "H", "H", "H", "H", "H", "H", "H", "H", "H", "H", "H", "H", "H", "H", "H", "H", "H", "H", "H", "H", "H", "H", "H", "H", "H", "H", "H", "H", "H", "H", "H", "H", "H", "H", "H", "H", "H", "H", "H", "H", "H", "H", "H", "H", "H", "H", "H", "H", "H", "H", "H", "H", "H", "H", "H", "H", "H", "H", "H", "H", "H", "H", "H", "H", "H", "H", "H", "H", "H", "H", "H", "H", "H", "H", "H", "H", "H", "H", "H", "H", "H", "H", "H", "H", "H", "H"], "positions_angstrom": [[-3.101, 1.447, 2.340], [-0.680, 0.869, -0.259], [0.440, 3.609, 0.440], [-0.512, 6.048, -1.268], [3.428, 0.644, -1.585], [1.687, 0.214, 3.841], [-4.972, -0.003, 1.351], [-3.850, 3.728, 1.397], [-4.322, 1.740, 4.568], [-0.661, -2.489, 0.135], [-0.734, -0.697, 1.508], [2.781, -2.590, -9.174], [-2.103, 0.751, -1.905], [-3.175, -1.230, -6.945], [2.666, -1.687, 1.970], [1.872, 5.805, -0.407], [-0.786, -1.555, -2.566], [2.716, -1.816, -0.370], [-2.566, -1.914, -7.788], [-0.493, -3.396, -4.052], [3.997, 1.183, 2.759], [1.526, -2.358, -8.745], [1.010, -0.291, 5.524], [-4.888, -0.114, -0.502], [2.507, 1.536, -2.980], [5.562, -0.529, -3.200], [3.268, 1.211, 4.114], [6.068, 0.311, -0.886], [-1.297, -2.807, -4.990], [-6.084, 2.384, 4.718], [3.677, -1.494, -9.093], [0.680, 0.982, 6.316], [4.885, -2.819, 2.327], [1.855, -1.233, 6.383], [2.414, -1.445, 3.379], [5.243, 0.553, -2.167], [-3.493, 0.223, -5.157], [0.308, 7.624, -0.834], [3.850, -2.422, 0.156], [-5.571, 4.312, 1.886], [-1.146, -2.055, -7.927], [0.614, -3.372, -8.957], [-4.726, -1.723, 2.049], [5.926, -3.499, 1.666], [-0.703, -3.209, -8.570], [-4.361, 0.082, 5.461], [-0.233, -2.710, -2.853], [5.897, -3.681, 0.294], [2.842, 2.664, 4.394], [5.711, 1.909, -2.701], [-6.747, 0.461, 1.769], [2.806, 1.077, -4.400], [3.831, -2.309, 1.575], [2.775, 3.043, -2.811], [2.722, -1.141, -1.674], [-1.845, -1.524, -4.755], [1.757, 7.268, -0.414], [-0.328, -0.985, 5.188], [-3.277, 0.774, -3.919], [1.113, -1.192, -8.124], [4.848, -3.143, -0.472], [-3.780, 3.703, -0.473], [-0.207, -1.056, -7.692], [1.000, 1.380, -2.733], [0.609, 5.180, -0.216], [-2.763, -0.857, -5.664], [-2.714, 5.022, 2.102], [4.224, 0.752, 5.212], [-2.307, 0.254, -3.021], [-1.601, -0.971, -3.475], [-3.323, 2.893, 5.667], [1.780, -1.495, 0.758], [0.127, -1.513, 0.751], [5.414, -1.527, -2.787], [-1.541, -3.337, -5.897], [3.342, -1.529, 3.940], [-0.243, 8.074, -0.009], [1.690, -0.992, -1.963], [2.163, 3.602, -3.536], [2.853, -0.836, 6.580], [1.958, 7.702, 0.571], [-0.185, -1.920, 4.636], [-5.595, 4.605, 2.944], [1.581, 1.445, 6.736], [3.870, -1.203, -8.061], [0.622, 0.389, -2.991], [2.481, 7.680, -1.115], [-5.468, -2.417, 1.627], [3.818, 3.323, -2.965], [-0.959, -0.334, 4.572], [-6.494, 2.070, 5.687], [0.180, 1.722, 5.677], [-3.439, -0.493, 5.282], [-5.209, -0.530, 5.112], [-6.744, 2.005, 3.925], [4.901, -2.729, 3.408], [-6.344, 3.544, 1.731], [6.622, -0.456, -3.491], [-2.970, 3.772, 5.107], [-2.989, 6.012, 1.712], [-4.793, 3.722, -0.902], [-0.517, -0.139, -7.205], [-5.038, 0.868, -0.975], [0.269, 8.285, -1.701], [4.952, -0.436, -4.103], [-6.947, 1.528, 1.588], [-4.471, 0.234, 6.545], [-2.435, 2.383, 6.070], [2.621, 0.002, -4.522], [3.208, -1.755, -2.435], [3.726, 3.321, 4.359], [6.687, -4.244, -0.199], [0.411, -3.140, -2.085], [-7.429, -0.124, 1.133], [-3.856, 1.625, -3.586], [-3.720, -2.097, 1.796], [-6.108, 3.480, 4.669], [-3.936, 3.246, 6.508], [-0.076, -4.381, -4.219], [4.816, -3.315, -1.541], [4.801, 1.938, 2.768], [3.303, -0.625, -9.639], [-4.244, 0.649, -5.814], [3.786, 0.873, 6.210], [1.356, -1.382, 7.354], [0.769, 1.588, -1.698], [-3.229, 4.582, -0.830], [-3.906, -0.472, -0.834], [2.588, 5.422, 0.188], [7.144, 0.323, -1.130], [1.964, -2.218, 5.914], [-3.264, 2.813, -0.867], [4.607, -1.822, -9.546], [-6.984, 0.244, 2.821], [-1.427, -3.994, -8.762], [6.801, 1.870, -2.838], [-1.676, 4.814, 1.806], [-2.763, 5.048, 3.201], [5.845, -0.642, -0.416], [0.949, -4.284, -9.441], [2.470, 3.371, -1.811], [0.455, 2.113, -3.348], [5.132, 1.374, 5.174], [3.326, 1.431, 1.930], [2.140, 3.025, 3.642], [-5.658, -0.802, -0.876], [5.268, 2.167, -3.665], [-4.824, -1.731, 3.145], [1.739, -2.228, 3.745], [2.378, 2.772, 5.384], [6.756, -3.890, 2.246], [3.832, 1.299, -4.705], [4.450, 0.206, 2.550], [-0.868, -1.220, 6.120], [1.803, -0.375, -7.963], [0.006, 0.737, 7.150], [-5.833, 5.191, 1.280], [4.537, -0.292, 5.085], [5.493, 2.711, -1.988], [2.131, 1.609, -5.090], [5.871, 1.101, -0.154]], "atomic_forces_ev_per_a": [[-0.4942, 0.3175, 0.1348], [0.9732, 0.8982, 1.4734], [0.0741, 0.3223, 0.0124], [0.0236, -0.1331, 0.0547], [-0.1448, -0.1168, 0.0698], [0.1824, -0.1810, -0.3447], [-0.1114, -0.2611, 0.0078], [-0.0062, 0.1680, -0.0230], [0.1050, -0.0892, 0.4645], [0.4576, 0.6648, -0.0757], [0.3390, -0.7644, 0.4601], [1.1520, 0.2257, -0.3318], [-1.0736, 0.0517, -0.9042], [-0.3418, -0.0897, 1.0216], [0.3596, 0.6170, -0.1481], [-0.2460, 0.0867, -0.1987], [-0.1170, 0.1906, -0.2538], [-0.1470, -0.0110, -0.0627], [0.6632, -0.0113, -1.0775], [0.0210, 0.0859, 0.1438], [0.1227, 0.0325, -0.0486], [-0.5334, 0.3108, 0.2900], [-0.3036, 0.0376, -0.0004], [0.2134, 0.1870, -0.3756], [-0.1415, 0.1134, 0.1864], [0.0986, -0.0036, -0.0552], [-0.1669, 0.1833, -0.0431], [0.1199, 0.0820, -0.1228], [-0.0272, 0.1803, -0.0540], [-0.3889, 0.1874, -0.4921], [0.0397, -0.1968, -0.0969], [0.0073, 0.0128, 0.0531], [0.0935, -0.1334, -0.1490], [0.0030, -0.1217, 0.1228], [-0.2099, -0.2542, -0.3971], [0.0045, -0.1101, 0.2400], [0.0858, -0.0257, -0.0239], [-0.0311, -0.1798, -0.0785], [-0.1739, 0.0593, -0.0725], [-0.4503, -0.2166, 0.1618], [-0.1786, -0.0574, 0.4168], [-0.5331, -0.4233, 0.0102], [0.2711, -0.3209, 0.1634], [-0.1392, 0.1071, -0.0082], [0.0097, -0.3813, -0.0798], [0.0738, -0.4771, -0.1226], [0.0190, -0.0976, 0.1121], [0.0821, 0.0521, 0.0267], [0.1183, 0.0804, 0.1474], [0.1287, 0.0448, -0.0468], [-0.3130, 0.3060, 0.2097], [-0.1153, -0.0285, -0.2864], [-0.1461, 0.1969, 0.0310], [-0.0004, 0.1981, -0.0680], [0.4748, 0.1158, 0.4993], [-0.3038, -0.0341, -0.3698], [-0.1466, -0.2753, -0.0301], [-0.0299, 0.0181, 0.0736], [0.0201, 0.0386, -0.0389], [-0.3009, 0.2059, 0.2118], [0.1113, 0.0319, 0.0077], [0.0803, -0.2605, -0.3536], [-0.0879, 0.1918, -0.0077], [0.0575, -0.1677, -0.3813], [0.1208, 0.0448, 0.0411], [0.3576, -0.0159, -0.0549], [0.4347, 0.1139, 0.1394], [0.1596, 0.0465, 0.0430], [-0.3782, -0.2582, -0.9727], [-0.0567, -0.0121, 0.0277], [0.4158, 0.2326, -0.0303], [0.0172, -0.1753, 0.1977], [-0.0976, -1.1898, 0.6266], [-0.0232, -0.0079, 0.0170], [0.0294, 0.0023, -0.0523], [0.0890, -0.2024, -0.0344], [0.0853, 0.0930, 0.0338], [-0.2036, -0.0814, -0.1038], [0.1010, -0.1127, 0.1247], [-0.1936, -0.1248, 0.0195], [-0.0240, 0.0269, 0.0930], [-0.0113, 0.1379, 0.0563], [-0.0173, -0.0186, -0.2598], [-0.1633, -0.0898, -0.0446], [-0.0147, -0.0066, 0.1339], [0.0825, 0.0795, 0.0201], [0.0765, 0.0994, -0.0931], [0.1383, 0.1325, 0.0859], [-0.3197, 0.0300, -0.0041], [0.0465, -0.0702, 0.0671], [0.1076, 0.0367, -0.0938], [0.0569, -0.0891, 0.1157], [-0.2597, 0.1403, 0.1036], [0.2273, 0.1364, 0.1281], [0.1490, 0.1644, 0.3169], [0.0232, -0.0028, -0.0823], [0.1737, 0.2989, 0.0326], [-0.1413, -0.0087, 0.0159], [-0.0866, -0.1792, 0.1911], [0.0219, -0.1470, 0.0649], [0.2107, -0.0202, 0.0994], [0.0364, -0.0202, 0.0379], [0.0279, -0.2281, 0.0584], [0.0550, 0.0090, 0.1004], [0.1251, -0.0229, 0.1366], [-0.0148, -0.3274, 0.0391], [-0.0139, -0.0092, -0.1788], [-0.1810, 0.1337, -0.0998], [0.0473, 0.1486, -0.0055], [-0.0292, -0.0182, -0.0260], [-0.1151, -0.1360, 0.0499], [-0.1020, 0.0976, 0.0666], [-0.0851, 0.0766, -0.1268], [0.1601, 0.0854, 0.1321], [0.0150, 0.0464, 0.0407], [-0.2820, 0.0760, 0.0774], [-0.0299, -0.2361, 0.0669], [0.0962, -0.0888, -0.0979], [0.0177, 0.0015, 0.0163], [-0.0048, 0.0773, 0.0051], [-0.1276, -0.1623, 0.0275], [-0.0691, -0.0069, -0.0314], [-0.0024, -0.0549, 0.0015], [0.1173, 0.0105, -0.1728], [0.0654, -0.0119, -0.1567], [0.3603, 0.3806, -0.2117], [-0.0743, -0.1001, 0.0490], [-0.1751, 0.0569, 0.0182], [0.0282, -0.0212, 0.2040], [-0.1989, -0.0169, 0.0298], [-0.0054, 0.1691, 0.0967], [-0.1174, 0.2453, 0.0366], [0.0560, -0.0729, -0.0277], [0.0255, 0.0305, -0.3036], [0.0269, 0.0598, -0.0413], [-0.0782, -0.0111, 0.0259], [-0.1358, 0.0683, 0.0501], [-0.0183, 0.0291, -0.2323], [-0.0803, -0.1742, 0.0568], [-0.0474, 0.0672, 0.0273], [0.0104, -0.0216, -0.1194], [0.1090, -0.1555, 0.1685], [-0.1124, -0.1095, 0.0086], [0.0225, -0.0452, 0.0353], [-0.0500, -0.0317, -0.0569], [0.0966, 0.1000, 0.0967], [0.1190, -0.0291, 0.1387], [0.0287, -0.0329, -0.2665], [-0.0441, 0.0808, 0.1335], [0.1532, 0.0319, -0.2989], [-0.0740, -0.0266, -0.0160], [-0.1453, -0.0762, -0.0288], [-0.0940, 0.1597, 0.0361], [0.0978, 0.0294, -0.1371], [-0.0563, 0.0009, 0.0900], [0.0969, 0.0229, -0.0974], [0.0711, -0.1356, 0.0921], [-0.0411, 0.1884, 0.0530], [0.0587, -0.0972, -0.1003], [0.1309, -0.1039, 0.0665], [0.0339, -0.0812, -0.0883]], "mulliken_charge": [-0.9545, 0.7208, 0.1401, -0.1939, 0.3089, 0.5580, 0.7305, 0.5364, 0.8267, -0.1758, 1.3642, -0.4796, 1.3868, -0.3342, 0.1472, -0.2191, 0.6189, 0.3437, -0.8230, -1.4887, -2.6059, 1.0960, 2.2470, -0.3983, 3.3671, -1.6112, 2.6292, -1.7783, -0.7406, -1.2778, -0.7475, -2.1852, -0.6180, -1.9499, -0.9307, 2.5175, -0.0647, -0.4966, -0.5879, -1.0775, -0.4294, -0.6693, -0.9154, -0.8507, 0.0626, -1.0057, -0.1166, -0.8233, -1.8416, -2.4093, -1.1644, -2.4431, 0.9951, -2.3916, 1.1052, 0.9468, -0.7643, -1.8630, -1.1058, -0.4664, -0.0938, -0.2638, -0.4197, -2.2843, -0.4884, 0.0627, -0.7276, -2.0121, -0.4700, -0.5720, -0.8732, -0.4655, -0.3905, 0.2218, 0.6291, -0.4472, 0.2508, -1.9873, 0.5416, 0.2662, 0.2214, 0.2819, 0.1788, 0.3024, 0.2377, 0.1155, 0.3335, 0.3589, 0.3566, 0.2249, 0.4158, 0.4176, 0.1975, 0.2937, 0.2600, 0.4040, 0.2203, 0.5288, 0.1483, 0.3667, 0.3834, 0.3823, 0.1716, 0.2924, 0.1088, 0.2391, 0.3761, 0.1369, 0.3685, 0.4605, 0.5063, 0.3585, 0.4972, 0.4180, 0.4261, 0.1577, 0.3781, 0.3435, 0.4184, 0.4185, 0.6927, 0.3417, 0.4620, 0.3417, 0.5470, -0.6764, 0.3783, -0.3502, 0.2193, 0.4928, 0.2814, -0.3664, 0.2411, 0.2384, 0.3975, 0.5766, -0.0251, 0.2046, 0.2529, 0.3884, 0.4231, 0.6225, 0.4910, 0.3946, 0.3461, 0.4878, 0.3833, 0.1856, 0.5497, 0.3217, 0.3518, 0.3753, 0.2990, 0.6131, 0.2866, 0.5422, 0.3957, 0.2593, 0.4126, 0.4560, 0.3318]}